{
  "formula": "C4H4O",
  "method": "ωB97M-V/def2-TZVPD",
  "symbols": ["O", "C", "C", "C", "C", "H", "H", "H", "H"],
  "positions_angstrom": [[-1.474, 1.004, 0.737], [-0.866, 0.549, -0.196], [-0.408, -0.937, -0.302], [0.889, -0.518, 0.234], [1.551, 0.434, 0.575], [-0.470, 1.164, -1.026], [-0.334, -1.372, -1.309], [-1.003, -1.582, 0.347], [2.114, 1.258, 0.941]],
  "atomic_forces_ev_per_a": [[-0.068, -0.322, -0.509], [-0.884, -0.237, -0.285], [-0.132, 0.282, 0.149], [0.423, 0.467, 0.179], [0.480, -0.638, 0.111], [-0.154, 0.056, 0.081], [-0.104, 0.373, 0.249], [0.204, 0.123, 0.023], [0.235, -0.105, 0.001]],
  "e_lumo_ev": 0.913,
  "de_lowest_kcal_mol": 52.72,
  "gap_ha": 0.390,
  "smiles": "C#CCC=O",
  "largest_force_ev_per_a": 0.959,
  "energy_ev": -6257.0931,
  "homo_energy_ev": -9.7089
}

{
  "formula": "C4H4O",
  "method": "ωB97M-V/def2-TZVPD",
  "symbols": ["O", "C", "C", "C", "C", "H", "H", "H", "H"],
  "positions_angstrom": [[0.023, -1.357, -0.183], [1.072, -0.509, -0.260], [0.684, 0.764, -0.043], [-0.746, 0.728, 0.110], [-1.070, -0.587, 0.063], [2.050, -0.916, -0.459], [1.416, 1.460, 0.319], [-1.450, 1.548, 0.194], [-1.979, -1.132, 0.260]],
  "atomic_forces_ev_per_a": [[-0.100, -0.092, -0.197], [0.208, -0.018, 0.169], [0.137, -0.332, 0.465], [-0.011, -0.192, 0.189], [-0.207, 0.057, -0.087], [-0.162, -0.205, 0.157], [-0.125, 0.845, -0.667], [0.270, -0.169, 0.276], [-0.011, 0.106, -0.305]],
  "e_lumo_ev": 1.166,
  "de_lowest_kcal_mol": 6.05,
  "gap_ha": 0.370,
  "smiles": "c1ccoc1",
  "largest_force_ev_per_a": 1.084,
  "energy_ev": -6259.1172,
  "homo_energy_ev": -8.8913
}